Here is a 7-piece molecular cluster, C29H80N7O7S overall from OMol25. Energies are from ωB97M-V/def2-TZVPD.

The geometry in ORCA input format:
```
! wB97M-V def2-TZVPD RIJCOSX def2/J DEFGRID3
* xyz 1 1
N -4.37245 3.98772 8.38736
C 4.01947 -1.41206 4.16349
C -1.18048 0.05281 0.06752
H 2.46560 -6.32043 -6.14363
C 2.24775 -0.88999 -8.18037
H -0.39647 2.04810 2.80900
C 0.26206 1.30472 -1.37283
H 1.04667 0.67058 -0.94678
N 6.21038 -1.06449 -2.29017
H 4.99178 -3.06389 -7.29766
H 3.36384 -3.75651 -7.30318
C 4.16556 -0.22158 -1.12070
O -2.89413 2.92330 6.07216
C 1.07179 -1.80512 3.02400
H 1.94576 2.12806 -5.32986
H -9.71638 2.26632 5.12513
N 4.79375 -1.43663 2.92242
C 3.71942 -2.84493 4.58968
H 5.45105 -6.85252 -8.26706
C 1.59566 1.23285 -5.85629
H 6.10575 -2.98335 -0.29396
C 5.43205 -1.07964 -1.05419
H -7.13327 0.67055 3.54279
O 3.31988 -0.48692 -2.22472
S -10.06360 3.48677 4.69661
H 0.06132 0.83829 -7.33870
H -5.23862 3.48784 8.21896
H -1.76886 0.24249 2.08621
N 0.86699 0.41938 -4.87867
H 0.24868 -1.60207 2.33782
C -1.45455 0.93007 1.29181
H 4.89466 -6.43088 -6.63805
C -3.03395 2.19476 7.27919
C 3.31922 -6.84194 -8.07725
C -6.57749 1.41535 2.96292
C 2.43526 -1.57729 -2.07903
C -8.61099 4.88802 2.95569
H 4.65427 -0.96320 4.93476
H 2.73104 -0.13859 -8.81346
H -2.34426 2.40354 0.22870
H -9.61798 5.27950 2.83366
H 0.65088 1.05756 1.78762
N -8.69183 3.52614 3.58299
H 2.18223 -0.56411 4.98029
O -8.83444 2.48393 2.64305
C -1.60962 3.47176 5.83143
H -7.83602 3.33566 4.11646
H -7.14070 2.96561 1.50568
C 2.78996 -0.50209 4.06707
C -2.03034 3.79542 9.02327
H -5.52797 4.05448 2.59455
H -1.50415 3.57897 4.75226
H -1.48089 4.45114 6.29614
O 4.91295 -4.93655 -8.06427
H 0.67045 -1.89430 4.03946
H -0.82459 2.80391 6.19947
H 0.36263 2.31105 -0.95802
C -4.91392 3.39483 3.21373
H -4.44764 4.01229 3.98411
H 1.52640 -2.75904 2.74694
H 1.30922 -6.97502 -7.31498
H 3.59318 -0.31069 -0.18443
H 3.55023 0.43917 -5.51450
C 2.18169 -6.33371 -7.19758
H 5.61229 -1.34008 -3.06304
H 0.40894 1.35908 -2.45007
H -0.07510 2.40199 -6.55116
H 2.54755 -1.87990 -8.52213
H 4.45367 -2.57501 0.17709
C -7.56204 2.10220 2.02337
C -0.23473 1.69399 1.79040
H -8.01383 5.51857 3.61062
C 0.63606 1.68089 -6.95211
N -2.56331 1.86811 1.06537
H -2.18344 4.12269 10.05003
H 3.13892 0.52816 3.96293
H -1.13854 3.16796 8.98928
C -5.69039 2.26962 3.88679
H 0.67841 -0.48541 -5.30175
C 2.86461 0.54021 -6.35977
H -2.17044 1.53016 7.41514
N 2.96838 -6.62576 -9.48078
H 3.39273 -7.92519 -7.93011
H -8.13347 4.77219 1.98990
H 4.46401 0.82329 -1.23632
H 5.12362 -0.50388 2.69599
H 2.03222 -1.63064 -1.06004
H 2.89990 -2.53528 -2.32182
H -2.04398 -0.60081 -0.08842
H -3.91820 1.56726 7.13277
H 3.06496 -5.63653 -9.68952
H 6.05281 -0.61543 -0.27916
O 1.97469 -0.72306 2.92804
H 1.16767 2.14395 -7.78493
C 4.69908 -6.28849 -7.71027
H -4.96068 1.59565 4.34072
H 4.55943 -4.31658 -6.11467
H -3.39830 1.34147 0.82346
H -4.10306 2.99197 2.60264
H 3.35766 1.15055 -7.12875
H 4.80497 -3.12293 -1.46555
H 1.88438 -5.32454 -7.48539
H -0.04297 2.56679 1.16500
H -1.84646 4.68732 8.42343
H -0.30392 -0.58462 0.25299
H 1.60980 -1.40607 -2.76907
H 1.16445 -0.79839 -8.29181
H 3.63212 -7.09878 -10.08428
H -7.92532 1.41093 1.26591
H 4.63763 -3.33213 4.91328
C 4.42205 -3.98000 -7.14835
H 3.32104 -3.42878 3.75919
H -4.20708 4.56494 7.56857
H -3.55084 2.33263 9.31310
C 5.18046 -2.52314 -0.63540
O -1.02298 0.75254 -1.14407
H -6.24499 2.65727 4.75962
H -5.91155 0.83978 2.31276
H 6.52655 -0.12455 -2.50128
H 3.00148 -2.87841 5.41116
H 4.16669 -1.69545 2.16679
O 2.66909 -0.77683 -6.83619
C -3.26203 3.04418 8.53207
H 1.48537 0.22489 -4.09622
*
```

As for the total energy: -66956.793 eV. The calculation puts the gap between HOMO and LUMO at 6.2 eV.

Here is a 8-piece molecular cluster, C29H81N9O8 overall from OMol25. Energies are from ωB97M-V/def2-TZVPD.

The geometry in ORCA input format:
```
! wB97M-V def2-TZVPD RIJCOSX def2/J DEFGRID3
* xyz -1 2
O 3.97338 3.14095 -0.52966
H -0.53110 -6.24047 -2.15808
C 3.70931 2.05654 4.41982
H -2.04212 -0.68902 1.61379
C -0.14480 -5.22232 -2.11087
H 4.18341 -1.63653 1.51459
H 4.91768 -4.12006 2.67207
H 0.89361 -5.18958 -1.78111
H 3.64633 1.86167 3.34923
C -0.09350 3.03131 5.93751
H -0.32135 -0.39426 -5.68098
H -2.24289 0.16797 3.09285
H -1.41102 2.16948 4.17727
H -4.75524 0.76696 -4.90241
N -1.70162 1.78234 1.23968
H -4.65681 4.65737 2.48221
H -1.57006 3.65527 4.09053
H 0.55060 4.27019 4.26089
C 3.57807 1.80445 -0.51419
N 3.46732 -2.34735 1.46922
C 1.38868 2.30687 4.02380
H 3.71158 1.10215 4.94635
O 1.21556 -1.37913 3.29960
C -5.10039 -0.23174 -4.63489
H 0.72452 -6.93024 1.97547
H 2.67070 -1.83489 1.11867
C -6.94663 -0.22542 -6.42561
N 1.21380 -2.58241 -5.85290
H -2.04055 -4.95993 -1.23107
H 4.55667 3.57724 1.49286
H 0.01304 -2.89034 -1.04698
N 4.47739 6.07910 1.70333
H 0.75027 3.13855 6.61917
H 1.17737 -0.31589 1.77545
H -1.44736 2.20328 2.12187
H 2.99768 -1.18847 -4.00848
H -4.82977 -0.97435 -6.57953
H -5.40320 -2.26663 -4.67026
H 4.39594 1.09869 -0.65942
H 6.17214 6.43120 -0.26299
H 5.82698 5.02276 -1.26384
H 0.32310 2.54128 -3.47968
C 0.21504 -2.31767 3.48810
H 4.68242 -3.66976 4.30630
H -2.65672 -1.21547 -2.65140
C 4.42946 5.31853 0.45422
O -0.72555 -6.33433 0.62205
C -4.89457 4.42797 1.44349
H -2.82300 0.37941 -3.39831
H 1.39100 0.02079 -5.76830
H -0.84835 -7.79207 2.13782
O -4.06205 -1.05192 -4.20342
H -5.97884 4.49515 1.35435
C 0.60492 -0.34629 -5.10843
H -6.65272 0.64966 -7.00522
H 2.73383 1.59051 -1.16962
H 0.18060 -4.39519 0.65941
H 0.39912 -2.66413 -6.44427
H 3.64341 5.77716 -0.14568
O 2.54488 2.75806 4.70780
H -0.53988 -6.10138 2.72318
C 2.16228 -1.80135 -3.66999
H -0.19342 0.60857 1.00615
H -0.42088 -4.93339 -3.12497
C 5.85324 5.38920 -0.23762
C -2.73208 -0.02839 2.13879
H -0.89817 3.70915 6.22239
C 4.58187 -3.28762 3.29045
H -0.43738 2.02608 6.18115
H -0.16140 -0.48694 -1.89660
H -7.47972 -0.94793 -7.04360
C -0.36093 -6.83752 1.93948
H 3.08954 -0.84667 3.76224
H -3.63768 -0.58391 2.38246
H 3.53693 6.20586 2.04912
H -5.87604 -0.26925 -3.86999
C -0.74951 -4.92201 0.44623
H -1.57946 -4.56462 1.05578
C -2.96955 1.23742 1.41773
H -4.77485 1.91090 2.52575
H -3.41050 1.01137 0.44688
C 0.94732 -1.74726 -4.69934
C -1.01272 -4.65918 -1.02807
H 1.23299 1.23372 4.13427
H -0.46354 0.85714 -0.80259
H -0.75765 -1.82582 3.49551
O 0.26889 0.47563 -3.99489
O 1.71646 -1.36341 -0.33760
C -3.90508 2.32727 2.01757
O -4.31445 3.21453 1.03954
H -0.73373 2.27685 -4.69453
H 4.62959 2.55623 4.72231
H -1.16255 -3.02914 -2.20958
C 3.16131 -2.82857 2.79656
H -3.30380 2.82848 2.77609
N 0.00957 -0.00719 -1.02442
C 0.25699 3.24756 4.49781
H 6.62733 4.80650 0.26172
H 3.00544 1.55140 0.37809
C 0.23751 1.90912 -4.36351
C 0.86297 -0.49757 -0.14485
H 2.89154 3.92734 0.96714
H 2.53172 -3.71739 2.75531
C -5.65378 -0.94943 -5.86645
H 1.86259 -1.19156 -2.81767
N -0.91755 -3.22642 -1.24981
H -4.44285 5.27206 0.92238
H 0.34201 -3.00373 2.65067
N -6.06187 -2.31054 -5.43467
H 1.41548 2.48781 2.94925
N 0.64873 0.05107 0.99700
C -3.37163 -0.49570 -3.05006
N -0.92684 2.95081 3.75872
H -1.90097 2.58164 0.65530
H 2.41948 -2.82547 -3.39956
C 2.51974 -1.77557 3.73843
H -7.63908 0.07636 -5.63977
C 3.93846 3.92156 0.66378
H 1.00989 2.28543 -5.03427
H 4.78594 6.99552 1.41166
H 2.66236 -2.15116 4.75169
H -6.96246 -2.29038 -4.97791
H 1.34858 -3.49572 -5.44326
H 0.31983 -2.84696 4.43518
H 0.03499 -2.18460 -4.29376
H -3.98456 -0.26650 -2.17834
H 5.34524 -2.50963 3.28146
*
```

Its expectation value of S² is 0.75. As for the total energy: -61170.603 eV. The calculation puts the gap between HOMO and LUMO (spin up / spin down) at 1.8 / 9.1 eV.

Here is a 8-piece molecular cluster, C29H81N9O8 overall from OMol25. Energies are from ωB97M-V/def2-TZVPD.

The geometry in ORCA input format:
```
! wB97M-V def2-TZVPD RIJCOSX def2/J DEFGRID3
* xyz 0 1
C -5.41591 3.63386 5.59560
H -5.58473 -2.19058 0.16781
C -3.72355 5.47677 6.08981
C -1.97717 9.30234 -0.95865
O 7.97893 -5.91617 -3.13989
O 8.84280 1.26181 2.25683
H 0.97765 -0.63940 1.78739
H -4.35139 5.81825 6.91280
H -4.26156 -6.85934 -10.01490
H -6.42657 -7.10849 -8.10838
C -3.22487 -6.36416 -8.25634
H 10.10992 -6.31384 -3.38561
C -2.37424 8.28777 -2.06771
H 9.64865 -0.57389 1.97439
N 0.26953 0.71173 3.84644
C -7.07791 -1.98253 -1.53701
C -0.17919 0.86961 2.50612
H 7.75454 -4.35452 -1.91190
H 1.11170 1.26792 3.88506
C -2.60779 6.85444 -1.53781
C -7.78542 -0.42502 -4.88842
C -4.05317 10.23054 -0.00621
H -5.86096 -1.58773 -3.27464
H -2.34343 -6.91220 -8.58926
C 5.73092 -5.03342 -2.52008
C 9.14142 -0.02108 2.76510
H -7.14128 -2.88608 -3.47675
H -4.85587 6.71946 4.23481
H -6.18289 1.20914 6.23781
H 6.22720 -3.54839 -4.12800
H -0.70258 7.61706 -2.88024
N 5.36339 0.61872 8.83384
C -5.09710 1.22839 6.14404
C -6.89702 -1.88693 -3.11602
C 10.79106 -1.18697 4.49406
C 7.25075 -5.30019 -2.11190
H -9.09287 -2.67485 -1.70018
H -4.01289 4.67360 4.20849
N -8.31213 -2.65928 -1.05963
C -2.08103 -6.01896 -6.26012
N -5.48446 6.01869 4.60073
C 10.13945 0.24633 3.95338
H 7.67867 2.46412 0.90386
H -1.32535 -6.80031 -6.34091
H -4.79229 0.65574 7.01997
C 9.35271 -5.75939 -2.83123
H -4.71076 0.76652 5.23546
H 7.23745 -5.96151 -1.24554
H -0.68932 -1.08705 2.12550
C 4.36914 1.00198 8.05485
H 3.32573 -0.69796 8.41243
H -6.05057 -5.63224 -9.11249
H 1.12287 -1.17863 -0.53534
H -0.20016 -2.07828 0.07429
H -6.01365 5.70142 3.80111
C -4.37935 -7.00257 -8.94077
H 10.91412 0.94708 3.64205
H 11.44595 -1.06689 5.35707
H 6.00756 1.37365 9.02152
H -4.93193 -8.96227 -9.22576
H 5.04925 -5.87766 -0.87466
H -3.28225 8.75280 -2.45160
H -4.95913 -2.55913 -1.39865
C 5.51965 -3.75352 -3.32464
H 9.58500 -4.69595 -2.88790
H 0.44529 2.97074 2.69500
H 10.02749 1.33786 5.63075
H 5.63800 -2.88751 -2.67340
N -4.37385 -8.38667 -8.61149
C -5.68502 -6.36024 -8.38828
H -7.11407 -0.90968 -1.34785
H 2.55138 0.42842 7.40185
H 5.44342 -5.89414 -3.12390
H -1.58935 -5.06965 -6.47259
C 7.84625 1.43354 1.21681
H 11.49169 -1.50530 3.72212
H -1.22659 1.14371 2.38008
O 4.37174 2.14256 7.68812
C -5.85386 -2.65079 -0.78290
H -4.74373 9.86051 -0.76403
H -5.97944 3.25876 4.74131
H 8.12445 0.78005 0.38997
O -7.90221 -0.92759 -3.62017
H -3.57226 -8.95447 -8.84631
H -0.42090 1.25995 4.33924
H 6.85885 1.14542 1.57750
H 9.94171 -1.85738 4.62537
O -4.61562 2.59151 6.17126
H -3.19321 6.16496 -2.14609
H -5.51264 -5.92550 -7.40372
H -7.66031 -1.11580 -5.72226
H -1.78791 10.30742 -1.33563
H -6.82250 0.07208 -5.00583
H 3.94865 -5.17566 -1.67350
H -8.58902 0.27161 -5.12720
H -3.79798 11.26551 -0.23381
O -3.30582 -6.45486 -6.85260
N 4.87711 -4.98891 -1.32253
H -5.75573 -3.73585 -0.74960
O -2.91916 9.42664 0.11038
H -0.39309 -1.23421 -1.49727
H 9.51565 -6.08787 -1.80475
H 8.50823 1.31353 4.89503
H -4.46258 10.21000 1.00378
N 9.38352 0.83101 5.04041
C -0.05944 -0.32922 1.65962
H -2.38808 -5.98618 -5.21477
H 8.20996 -0.52102 3.03069
H -2.88328 4.89404 6.46726
N -1.43375 8.26453 -3.13768
H 5.38721 -0.35851 9.08788
H -3.24188 6.39137 5.74396
H -1.00252 8.92918 -0.64418
C 0.55139 2.12180 2.01962
C 0.03358 -1.17910 -0.49576
H -2.99806 -5.33291 -8.52685
H -1.85731 7.74632 -3.89410
H -3.12427 6.83929 -0.57805
O -0.27798 -0.09243 0.30791
H 1.60592 1.93309 1.81856
H 0.15815 2.39136 1.03942
N 3.26737 0.25865 8.09369
H 4.55496 -3.66228 -3.82381
H -6.23138 3.83214 6.29115
H -1.62004 6.39387 -1.51993
C -4.68340 4.87109 5.04486
H -8.16696 -3.65115 -0.93625
*
```

As for the total energy: -61168.874 eV. The calculation puts the gap between HOMO and LUMO at 8.9 eV.